No. 1
Molecular formula: C56H61CsN10S
Method: DFT, ωB97M-V/def2-TZVPD

Output
- HOMO-LUMO gap (Eh) = 0.18282
- energy above the lowest of the compared OMol25 structures with the same formula, charge and spin (kJ/mol) = 185.2
- net charge = -2

Atoms and positions in Å:
Cs -0.582 -0.063 0.392
C 0.303 4.450 5.576
C 1.364 3.783 4.698
C 0.881 2.469 4.164
C 1.136 1.227 4.665
C 2.041 0.870 5.802
C 3.441 0.525 5.287
C 0.401 0.287 3.823
C 0.422 -1.100 3.988
C -0.274 -2.058 3.249
C -0.164 -3.514 3.388
C 0.657 -4.326 4.350
C 2.100 -3.868 4.595
C -1.029 -4.034 2.468
C -1.666 -2.898 1.811
C -2.671 -3.001 0.846
C -3.367 -1.973 0.207
N -3.146 -0.664 0.377
C -4.011 0.010 -0.391
C -4.041 1.398 -0.509
C -3.187 2.320 0.098
N -2.165 2.019 0.911
C -1.580 3.165 1.284
C -0.580 3.281 2.252
C -0.026 2.266 3.036
N -0.268 0.958 2.875
C -2.236 4.294 0.632
C -3.268 3.763 -0.084
C -4.355 4.480 -0.818
C -5.562 4.663 0.106
C -1.827 5.728 0.761
C -2.391 6.378 2.026
C -4.887 -0.928 -1.098
C -4.466 -2.173 -0.737
C -5.005 -3.503 -1.170
C -5.956 -4.106 -0.134
C -6.022 -0.564 -2.010
C -5.789 -0.969 -3.471
N -1.173 -1.755 2.304
C -1.352 -5.466 2.182
C -2.609 -5.910 2.935
H 0.628 5.440 5.900
H 0.108 3.838 6.454
H -0.627 4.546 5.022
H 2.271 3.633 5.293
H 1.620 4.457 3.874
H 1.639 0.012 6.350
H 2.116 1.706 6.506
H 3.388 -0.317 4.599
H 4.110 0.267 6.110
H 3.860 1.375 4.750
H 1.037 -1.459 4.802
H 0.700 -5.351 3.964
H 0.138 -4.379 5.318
H 2.555 -3.508 3.675
H 2.696 -4.705 4.967
H 2.144 -3.074 5.336
H -2.966 -4.006 0.563
H -4.798 1.817 -1.167
H -0.239 4.287 2.472
H -4.653 3.916 -1.706
H -4.017 5.467 -1.152
H -5.939 3.694 0.422
H -6.364 5.216 -0.384
H -5.258 5.210 0.997
H -2.177 6.302 -0.107
H -0.734 5.798 0.787
H -3.478 6.396 1.987
H -2.031 7.403 2.130
H -2.100 5.806 2.904
H -4.176 -4.198 -1.332
H -5.541 -3.400 -2.116
H -5.488 -4.120 0.847
H -6.222 -5.128 -0.411
H -6.871 -3.518 -0.065
H -6.168 0.517 -1.975
H -6.949 -1.027 -1.649
H -4.748 -0.813 -3.741
H -6.416 -0.377 -4.139
H -6.020 -2.019 -3.640
H -0.520 -6.114 2.471
H -1.516 -5.601 1.109
H -2.440 -5.862 4.010
H -2.879 -6.933 2.667
H -3.440 -5.251 2.693
N 3.896 -3.375 0.768
C 3.414 -3.070 -0.510
S 2.910 -4.382 -1.461
N 3.456 -1.841 -0.867
N 2.963 -1.080 -1.780
C 3.595 -0.704 -2.853
C 4.854 -1.281 -3.361
C 5.904 -0.435 -3.720
C 7.079 -0.957 -4.224
C 7.214 -2.326 -4.394
C 6.178 -3.170 -4.036
C 5.006 -2.658 -3.514
C 3.009 0.370 -3.634
C 3.113 0.382 -5.039
C 2.493 1.384 -5.749
C 1.822 2.389 -5.059
C 1.811 2.317 -3.675
N 2.364 1.344 -2.982
H 3.507 -4.249 1.095
H 3.776 -2.620 1.431
H 5.793 0.634 -3.586
H 7.894 -0.299 -4.497
H 8.129 -2.733 -4.805
H 6.274 -4.238 -4.179
H 4.200 -3.319 -3.219
H 3.648 -0.406 -5.548
H 2.520 1.387 -6.832
H 1.323 3.194 -5.578
H 1.330 3.088 -3.083
N -1.414 4.534 -2.633
C -0.946 3.377 -2.076
N -1.530 2.316 -2.523
C -2.476 2.760 -3.407
C -3.413 2.062 -4.155
C -4.251 2.789 -4.977
C -4.174 4.181 -5.064
C -3.260 4.900 -4.318
C -2.418 4.175 -3.491
H -1.148 5.470 -2.379
H -0.164 3.373 -1.344
H -3.483 0.991 -4.064
H -4.989 2.274 -5.575
H -4.856 4.700 -5.725
H -3.209 5.980 -4.377

Atomic partial charges in e from the Löwdin method, atoms 1 to 99: number 1, Cs, carries 1.272; number 2, C, carries -0.099; number 3, C, carries -0.206; number 4, C, carries -0.144; number 5, C, carries -0.146; number 6, C, carries -0.208; number 7, C, carries -0.093; number 8, C, carries -0.263; number 9, C, carries 0.045; number 10, C, carries -0.264; number 11, C, carries -0.119; number 12, C, carries -0.190; number 13, C, carries -0.102; number 14, C, carries -0.140; number 15, C, carries -0.287; number 16, C, carries 0.035; number 17, C, carries -0.284; number 18, N, carries -0.077; number 19, C, carries -0.266; number 20, C, carries 0.036; number 21, C, carries -0.288; number 22, N, carries -0.053; number 23, C, carries -0.292; number 24, C, carries 0.033; number 25, C, carries -0.272; number 26, N, carries -0.046; number 27, C, carries -0.170; number 28, C, carries -0.165; number 29, C, carries -0.201; number 30, C, carries -0.086; number 31, C, carries -0.212; number 32, C, carries -0.091; number 33, C, carries -0.132; number 34, C, carries -0.137; number 35, C, carries -0.195; number 36, C, carries -0.097; number 37, C, carries -0.188; number 38, C, carries -0.099; number 39, N, carries -0.090; number 40, C, carries -0.200; number 41, C, carries -0.097; number 42, H, carries 0.059; number 43, H, carries 0.070; number 44, H, carries 0.061; number 45, H, carries 0.096; number 46, H, carries 0.103; number 47, H, carries 0.100; number 48, H, carries 0.097; number 49, H, carries 0.069; number 50, H, carries 0.061; number 51, H, carries 0.072; number 52, H, carries 0.076; number 53, H, carries 0.093; number 54, H, carries 0.111; number 55, H, carries 0.066; number 56, H, carries 0.063; number 57, H, carries 0.050; number 58, H, carries 0.092; number 59, H, carries 0.091; number 60, H, carries 0.090; number 61, H, carries 0.097; number 62, H, carries 0.099; number 63, H, carries 0.073; number 64, H, carries 0.062; number 65, H, carries 0.059; number 66, H, carries 0.092; number 67, H, carries 0.104; number 68, H, carries 0.059; number 69, H, carries 0.063; number 70, H, carries 0.063; number 71, H, carries 0.108; number 72, H, carries 0.086; number 73, H, carries 0.063; number 74, H, carries 0.061; number 75, H, carries 0.066; number 76, H, carries 0.089; number 77, H, carries 0.107; number 78, H, carries 0.063; number 79, H, carries 0.061; number 80, H, carries 0.051; number 81, H, carries 0.097; number 82, H, carries 0.107; number 83, H, carries 0.069; number 84, H, carries 0.061; number 85, H, carries 0.062; number 86, N, carries 0.010; number 87, C, carries -0.987; number 88, S, carries 0.408; number 89, N, carries -0.018; number 90, N, carries 0.087; number 91, C, carries -0.220; number 92, C, carries -0.178; number 93, C, carries -0.049; number 94, C, carries -0.112; number 95, C, carries -0.121; number 96, C, carries -0.087; number 97, C, carries -0.039; number 98, C, carries -0.231; number 99, C, carries -0.022

---

No. 2
Molecular formula: C56H61KN2O2P2
Method: DFT, ωB97M-V/def2-TZVPD

Output
- HOMO-LUMO gap (Eh) = 0.21590
- energy above the lowest of the compared OMol25 structures with the same formula, charge and spin (kJ/mol) = 52.9

Atoms and positions in Å:
K -0.212 0.213 -0.810
C 1.943 0.506 -3.197
C 3.154 0.354 -2.272
C 2.905 0.971 -0.894
C 3.604 -1.094 -2.164
C 4.910 -1.397 -2.528
C 5.393 -2.696 -2.489
C 4.536 -3.718 -2.125
C 3.220 -3.466 -1.753
C 2.289 -4.648 -1.517
C 2.152 -5.466 -2.807
C 2.744 -5.536 -0.358
C 2.763 -2.130 -1.709
N 1.458 -1.846 -1.259
C 1.178 -2.267 -0.072
C -0.064 -2.271 0.648
C 0.067 -2.567 2.023
C -0.984 -2.606 2.896
C -2.273 -2.341 2.392
C -2.464 -2.098 1.063
C -1.388 -2.071 0.104
N -1.619 -1.842 -1.184
C -2.884 -2.120 -1.696
C -3.670 -1.103 -2.276
C -4.900 -1.418 -2.842
C -5.381 -2.717 -2.844
C -4.603 -3.719 -2.288
C -3.364 -3.449 -1.723
C -2.528 -4.602 -1.193
C -3.219 -5.327 -0.035
C -2.178 -5.584 -2.316
C -3.142 0.319 -2.356
C -4.225 1.388 -2.212
C -2.382 0.508 -3.675
H 1.579 1.538 -3.203
H 1.143 -0.153 -2.870
H 2.212 0.226 -4.216
H 3.984 0.902 -2.728
H 2.071 0.468 -0.410
H 2.677 2.033 -0.972
H 3.787 0.860 -0.262
H 5.561 -0.594 -2.856
H 6.416 -2.909 -2.768
H 4.894 -4.742 -2.142
H 1.298 -4.271 -1.274
H 3.110 -5.902 -3.099
H 1.803 -4.833 -3.624
H 1.435 -6.278 -2.670
H 3.730 -5.967 -0.547
H 2.040 -6.359 -0.217
H 2.795 -4.973 0.575
H 2.014 -2.669 0.523
H 1.068 -2.768 2.398
H -0.835 -2.842 3.941
H -3.122 -2.337 3.067
H -3.462 -1.910 0.686
H -5.503 -0.637 -3.289
H -6.346 -2.944 -3.280
H -4.970 -4.740 -2.301
H -1.589 -4.193 -0.822
H -4.157 -5.780 -0.363
H -3.437 -4.635 0.780
H -2.576 -6.120 0.354
H -3.073 -6.066 -2.714
H -1.512 -6.366 -1.941
H -1.676 -5.068 -3.136
H -2.425 0.458 -1.546
H -4.900 1.384 -3.069
H -3.766 2.378 -2.168
H -4.822 1.231 -1.311
H -3.074 0.408 -4.514
H -1.609 -0.256 -3.780
H -1.915 1.496 -3.724
O 0.015 0.438 1.383
P 0.201 1.490 2.412
C -0.665 3.023 1.927
P -0.267 3.613 0.246
O -0.186 2.518 -0.758
C 1.234 4.603 0.353
C 1.557 5.406 1.444
C 2.722 6.155 1.433
C 3.565 6.114 0.331
C 3.236 5.336 -0.770
C 2.071 4.584 -0.760
C -1.608 4.771 -0.112
C -1.410 6.128 -0.338
C -2.490 6.938 -0.663
C -3.761 6.395 -0.764
C -3.964 5.039 -0.543
C -2.890 4.229 -0.218
C -0.492 1.066 4.029
C 0.163 0.059 4.739
C -0.330 -0.367 5.960
C -1.482 0.207 6.481
C -2.139 1.207 5.781
C -1.645 1.637 4.557
C 1.933 1.820 2.769
C 2.353 2.917 3.515
C 3.689 3.058 3.845
C 4.605 2.089 3.454
C 4.185 0.978 2.737
C 2.849 0.842 2.391
H -0.578 3.829 2.657
H -1.714 2.715 1.877
H 0.896 5.461 2.301
H 2.975 6.771 2.286
H 4.480 6.692 0.331
H 3.886 5.313 -1.635
H 1.797 3.973 -1.611
H -0.416 6.550 -0.264
H -2.336 7.994 -0.844
H -4.600 7.029 -1.022
H -4.954 4.612 -0.635
H -3.037 3.165 -0.067
H 1.056 -0.392 4.323
H 0.182 -1.150 6.503
H -1.870 -0.128 7.434
H -3.039 1.653 6.182
H -2.169 2.419 4.021
H 1.631 3.653 3.854
H 4.022 3.918 4.412
H 5.649 2.198 3.716
H 4.901 0.219 2.448
H 2.501 -0.015 1.829

Atomic partial charges in e from the Löwdin method, atoms 1 to 99: number 1, K, carries 0.814; number 2, C, carries -0.060; number 3, C, carries -0.347; number 4, C, carries -0.055; number 5, C, carries -0.136; number 6, C, carries -0.048; number 7, C, carries -0.085; number 8, C, carries -0.049; number 9, C, carries -0.135; number 10, C, carries -0.377; number 11, C, carries -0.058; number 12, C, carries -0.061; number 13, C, carries -0.156; number 14, N, carries 0.057; number 15, C, carries -0.161; number 16, C, carries -0.201; number 17, C, carries -0.077; number 18, C, carries -0.120; number 19, C, carries -0.089; number 20, C, carries -0.030; number 21, C, carries -0.333; number 22, N, carries 0.010; number 23, C, carries -0.200; number 24, C, carries -0.141; number 25, C, carries -0.053; number 26, C, carries -0.091; number 27, C, carries -0.051; number 28, C, carries -0.138; number 29, C, carries -0.368; number 30, C, carries -0.056; number 31, C, carries -0.063; number 32, C, carries -0.382; number 33, C, carries -0.073; number 34, C, carries -0.047; number 35, H, carries 0.078; number 36, H, carries 0.034; number 37, H, carries 0.089; number 38, H, carries 0.125; number 39, H, carries 0.017; number 40, H, carries 0.059; number 41, H, carries 0.085; number 42, H, carries 0.106; number 43, H, carries 0.098; number 44, H, carries 0.108; number 45, H, carries 0.112; number 46, H, carries 0.073; number 47, H, carries 0.086; number 48, H, carries 0.072; number 49, H, carries 0.073; number 50, H, carries 0.078; number 51, H, carries 0.071; number 52, H, carries 0.128; number 53, H, carries 0.108; number 54, H, carries 0.088; number 55, H, carries 0.102; number 56, H, carries 0.117; number 57, H, carries 0.100; number 58, H, carries 0.094; number 59, H, carries 0.106; number 60, H, carries 0.112; number 61, H, carries 0.072; number 62, H, carries 0.066; number 63, H, carries 0.077; number 64, H, carries 0.071; number 65, H, carries 0.071; number 66, H, carries 0.082; number 67, H, carries 0.069; number 68, H, carries 0.072; number 69, H, carries 0.058; number 70, H, carries 0.088; number 71, H, carries 0.085; number 72, H, carries 0.083; number 73, H, carries 0.079; number 74, O, carries -0.431; number 75, P, carries 0.751; number 76, C, carries -0.280; number 77, P, carries 0.737; number 78, O, carries -0.435; number 79, C, carries -0.285; number 80, C, carries -0.099; number 81, C, carries -0.073; number 82, C, carries -0.068; number 83, C, carries -0.058; number 84, C, carries -0.075; number 85, C, carries -0.258; number 86, C, carries -0.064; number 87, C, carries -0.073; number 88, C, carries -0.073; number 89, C, carries -0.069; number 90, C, carries -0.087; number 91, C, carries -0.253; number 92, C, carries -0.074; number 93, C, carries -0.071; number 94, C, carries -0.074; number 95, C, carries -0.076; number 96, C, carries -0.074; number 97, C, carries -0.268; number 98, C, carries -0.082; number 99, C, carries -0.073

---

> Which of these has the highest HOMO-LUMO gap?

C56H61KN2O2P2

---

> The lowest HOMO-LUMO gap belongs to which entry?

C56H61CsN10S